[1]
Density functional theory data (wB97M-V/def2-TZVPD) for a 14-piece molecular cluster, C5H36O14 overall.

The total energy is -1265.3863 hartree. As for the charge: -2.

Structure (XYZ):
```
55
Properties=species:S:1:pos:R:3:lowdin_charge:R:1
O -9.350 -21.738 -19.618 -0.04
O -5.245 -23.934 -22.348 -0.06
O -8.544 -18.121 -26.527 -0.02
O -9.969 -23.340 -21.958 -0.06
O -6.460 -21.228 -21.914 -0.08
O -8.963 -17.857 -22.637 -0.06
O -8.754 -20.783 -22.759 -0.33
O -11.306 -20.118 -22.074 -0.07
O -6.022 -18.478 -25.705 -0.05
O -4.991 -19.615 -23.573 -0.03
O -7.859 -19.452 -19.872 -0.05
O -12.142 -15.397 -24.840 -0.40
O -13.317 -19.316 -23.994 -0.11
O -3.933 -22.993 -24.964 -0.08
C -7.803 -22.240 -24.474 -0.06
C -8.574 -20.951 -24.197 -0.50
C -9.931 -20.947 -24.944 -0.07
C -12.911 -16.467 -25.162 -0.60
C -11.972 -17.483 -25.639 -0.19
H -6.044 -23.597 -21.961 0.01
H -8.057 -20.037 -24.575 0.11
H -10.589 -21.777 -24.480 0.11
H -9.585 -22.735 -22.585 -0.02
H -9.981 -22.214 -19.124 0.01
H -5.501 -17.757 -25.329 0.06
H -10.484 -20.014 -24.918 0.05
H -7.332 -21.168 -22.341 -0.06
H -11.750 -20.963 -21.937 0.04
H -9.828 -21.258 -25.958 0.05
H -13.317 -16.764 -24.131 0.11
H -4.567 -23.279 -22.217 0.03
H -8.132 -22.962 -23.771 0.05
H -6.757 -22.154 -24.267 0.04
H -4.043 -19.549 -23.787 0.06
H -4.340 -22.295 -25.482 0.03
H -11.304 -17.129 -26.452 0.07
H -12.469 -18.360 -25.976 0.04
H -12.419 -19.593 -23.774 -0.02
H -10.437 -20.329 -22.465 -0.02
H -7.812 -22.648 -25.514 0.09
H -7.264 -19.207 -20.566 0.01
H -9.858 -17.542 -22.536 0.03
H -4.476 -23.499 -24.327 0.01
H -13.093 -18.639 -24.655 -0.05
H -6.911 -18.162 -25.796 -0.01
H -9.167 -23.810 -21.683 0.05
H -13.738 -16.272 -25.819 0.06
H -8.749 -18.946 -26.095 0.01
H -9.322 -17.602 -26.649 0.02
H -5.508 -19.263 -24.243 -0.06
H -8.261 -20.229 -20.168 -0.06
H -11.229 -17.750 -24.887 0.07
H -5.984 -20.915 -22.651 -0.05
H -8.890 -18.814 -22.662 -0.02
H -9.490 -22.226 -20.458 0.01
```

---

[2]
Density functional theory data (wB97M-V/def2-TZVPD) for a 13-piece molecular cluster, C5H37N2O12S overall.

The total energy is -1623.2220 hartree. As for the charge: -1.

Structure (XYZ):
```
57
Properties=species:S:1:pos:R:3:lowdin_charge:R:1
S -1.929 1.055 -3.059 0.24
O -3.979 1.323 1.741 -0.04
O -1.576 -0.800 3.181 -0.06
O 0.197 2.839 -0.887 -0.15
O 0.960 -3.881 -1.085 -0.11
O -3.090 2.425 -0.467 -0.17
O 3.565 2.548 2.041 -0.03
O 2.805 2.320 -2.836 -0.07
O 0.939 -1.371 1.643 -0.28
O 2.113 -3.680 1.197 -0.06
O -0.133 1.053 1.066 -0.10
O 3.035 -0.076 1.619 -0.16
O 0.468 3.373 2.026 0.02
N -3.637 -1.742 0.159 0.03
N 0.029 -0.936 -0.776 0.02
C 0.869 -0.152 -1.696 -0.24
C 2.318 -0.457 -1.340 -0.06
C -1.762 -0.814 -2.321 -0.49
C -1.479 -0.801 -0.881 -0.35
C -2.184 -1.945 -0.030 -0.17
H 2.231 -0.637 1.630 -0.07
H -2.432 -0.401 2.951 0.03
H 1.352 3.503 2.383 0.04
H 1.927 2.000 -2.775 -0.02
H 3.072 -0.099 2.661 0.12
H -3.733 2.214 1.590 0.00
H 3.203 1.550 -3.356 0.07
H 1.749 -2.821 1.419 -0.02
H 3.530 2.645 1.084 0.05
H -0.926 -0.220 2.750 0.01
H 2.459 -0.112 -0.252 0.07
H 0.122 3.603 -0.228 0.08
H -0.795 2.503 -0.893 0.04
H 0.362 0.349 1.388 -0.05
H 2.447 -1.563 -1.304 0.08
H -1.790 0.168 -0.549 0.08
H 1.454 -4.277 -1.844 0.06
H -3.902 -0.896 0.633 0.03
H -3.680 1.046 0.893 -0.03
H 1.653 -4.053 -0.384 0.01
H -2.775 2.575 -1.432 -0.03
H 3.118 0.133 -1.850 0.07
H 0.784 -0.503 -2.711 0.10
H 0.380 -0.957 0.208 0.07
H 0.085 -1.959 -0.977 0.13
H 0.231 1.458 0.119 0.09
H 2.999 -3.479 0.888 0.05
H -2.219 -2.881 -0.613 0.12
H -2.692 -1.273 -2.594 0.04
H 3.471 1.652 2.039 -0.09
H -1.673 -1.989 0.890 0.08
H -4.043 -1.680 -0.745 0.05
H -3.615 3.256 -0.378 0.06
H -0.972 -1.234 -2.884 0.02
H 0.432 -1.503 2.361 -0.06
H 0.603 0.953 -1.477 0.09
H 0.058 2.648 2.065 -0.13
```

---

[3]
Density functional theory data (wB97M-V/def2-TZVPD) for a 14-piece molecular cluster, C5H37NO13 overall.

The total energy is -1245.5390 hartree.

Structure (XYZ):
```
56
Properties=species:S:1:pos:R:3:lowdin_charge:R:1
O 4.812 -1.635 -1.200 -0.07
O -2.338 2.368 1.105 -0.10
O 2.377 -3.049 -1.765 -0.04
O -2.677 0.469 -3.149 -0.06
O -1.097 4.737 1.550 -0.06
O -4.399 -2.084 -1.467 -0.04
O 3.083 2.098 3.439 -0.06
O 1.535 0.187 -4.053 -0.07
O -0.074 -1.108 -2.631 -0.08
O 1.783 4.685 2.375 -0.06
O 0.238 2.123 -2.716 -0.07
O -1.247 -3.098 -1.223 -0.03
O -1.484 0.511 -0.675 -0.09
N -0.014 -1.250 1.039 -0.06
C 1.470 -1.115 2.923 -0.16
C -2.132 -1.144 2.300 -0.04
C -0.772 -1.838 2.182 -0.35
C 0.186 -1.756 3.394 -0.14
C 1.200 -0.539 1.502 -0.15
H -2.203 -3.082 -1.359 0.05
H -2.115 -0.093 2.032 0.06
H -4.845 -1.520 -2.103 0.04
H 2.520 2.863 3.266 -0.01
H 1.862 -0.226 3.425 0.09
H 0.308 -2.789 3.726 0.10
H 4.775 -1.149 -2.028 0.03
H 2.052 -0.903 0.935 0.11
H -2.012 1.610 0.552 0.00
H -0.495 -1.821 -2.113 -0.01
H 3.442 2.231 4.323 0.04
H -2.070 1.173 -3.396 0.03
H -0.171 -1.265 4.303 0.11
H -0.981 -2.889 1.963 0.13
H -2.541 0.149 -2.243 0.00
H -0.729 0.007 -0.293 0.04
H -1.049 0.728 -1.516 0.01
H 1.606 -0.729 -3.764 0.04
H 4.067 -2.235 -1.093 -0.02
H 0.995 0.525 1.478 0.11
H 1.428 -3.112 -1.610 0.02
H 1.038 1.659 -3.043 0.02
H 2.266 -1.860 2.920 0.11
H -1.125 -2.766 -0.325 0.02
H 0.928 4.518 2.779 0.02
H 0.166 -1.946 0.346 0.06
H -0.809 -0.741 -3.151 0.04
H 1.785 0.444 -4.940 0.06
H -2.822 -1.625 1.597 0.07
H -1.290 4.411 0.670 0.02
H 2.698 -3.955 -1.696 0.06
H -2.635 2.758 0.256 0.05
H -1.621 4.191 2.143 0.02
H -2.589 -1.331 3.275 0.08
H 0.520 3.043 -2.802 0.05
H -4.859 -2.921 -1.380 0.04
H 1.894 4.122 1.601 0.04
```

---

[4]
Density functional theory data (wB97M-V/def2-TZVPD) for C5H37NO13S as an isolated structure.

The total energy is -1643.6741 hartree.

Structure (XYZ):
```
57
Properties=species:S:1:pos:R:3:lowdin_charge:R:1
S -0.263 -2.694 -4.093 0.75
O -0.105 -4.123 3.967 -0.09
O 1.252 2.356 2.477 -0.08
O -3.898 -3.840 -1.953 -0.08
O -2.764 2.061 2.842 -0.07
O -2.640 3.541 0.624 -0.08
O 0.939 -1.639 3.186 -0.07
O 3.080 3.777 -1.035 -0.03
O -0.133 3.507 -0.306 -0.07
O -0.699 0.404 2.384 -0.09
O 0.854 2.618 -1.919 -0.02
O 3.440 -2.930 -1.691 -0.05
O -2.502 -1.764 -1.185 -0.12
O -2.481 0.688 0.238 -0.05
N 0.301 -0.088 -0.942 -0.04
C 0.627 -1.761 -2.851 -0.54
C -0.341 -1.036 -1.878 -0.37
C 1.299 -0.622 0.019 -0.24
C -1.116 -2.042 -0.971 -0.18
C 2.478 0.290 0.260 -0.06
H 2.663 0.541 1.317 0.07
H 0.209 -1.013 2.977 0.01
H -3.391 -3.093 -2.305 0.00
H 3.102 4.737 -1.150 0.08
H -3.165 -4.465 -1.855 0.03
H -2.649 4.490 0.779 0.07
H -1.317 1.124 2.662 0.03
H 2.911 -2.202 -2.010 -0.02
H -1.063 -0.471 -2.473 0.13
H 0.875 2.505 -2.885 0.13
H -0.167 -3.985 -3.690 -0.13
H 2.240 1.324 -0.100 0.06
H -1.052 -3.106 -1.288 0.11
H -1.745 0.681 -0.397 0.03
H 1.637 1.533 2.826 0.03
H 1.378 -2.333 -2.287 0.05
H -1.791 3.397 0.125 0.02
H 3.666 -2.798 -0.763 0.05
H 1.047 -0.986 -3.547 0.08
H -3.490 1.482 2.582 0.06
H 1.107 -1.384 4.104 0.06
H -0.878 -1.935 0.115 0.13
H 0.310 3.270 0.523 0.04
H -3.166 1.317 -0.010 0.06
H 1.785 -1.536 -0.330 0.09
H 3.406 0.035 -0.262 0.08
H -0.811 -3.783 4.530 0.03
H 0.655 0.720 -1.446 0.07
H 0.262 -3.252 3.698 -0.02
H 0.234 2.829 -0.905 -0.15
H 3.245 3.725 -0.083 0.08
H -2.800 -1.201 -0.464 0.06
H 1.743 3.004 -1.719 0.05
H -2.658 2.550 1.984 0.00
H 0.693 -0.818 0.892 0.06
H -0.742 0.467 1.414 0.02
H 0.388 1.924 2.267 0.01
```

---

[5]
Density functional theory data (wB97M-V/def2-TZVPD) for a 14-piece molecular cluster, C5H37NO14S overall.

The total energy is -1718.5342 hartree. Its multiplicity is 2. As for the expectation value of S²: 0.76. As for the charge: +1.

Structure (XYZ):
```
58
Properties=species:S:1:pos:R:3:lowdin_spin:R:1
S -3.964 2.843 1.318 0.10
O -4.610 0.123 -1.408 0.00
O 3.129 1.250 1.269 0.03
O 2.794 -3.342 2.124 0.00
O 2.171 4.180 -0.201 0.00
O -0.048 -3.009 1.856 0.00
O 3.723 2.399 -1.516 0.00
O 2.888 -1.333 0.519 0.00
O 1.737 -2.875 -3.023 0.00
O -1.594 -2.609 0.008 0.00
O -0.438 -1.296 -3.586 0.00
O 0.702 2.313 -1.237 0.01
O -2.871 -1.650 -2.577 0.00
O 0.764 -3.683 -0.610 0.00
O -1.421 1.234 -2.996 0.00
N 0.358 0.736 1.244 0.48
C 1.047 1.477 2.283 0.07
C -2.679 2.217 2.586 0.02
C -2.075 0.902 2.227 0.07
C -1.018 1.032 1.082 0.08
C 2.495 1.926 2.030 0.04
H 0.697 -0.253 1.394 0.01
H 2.904 -2.555 1.600 0.00
H -1.207 2.064 0.738 0.02
H 0.245 -0.698 -3.957 0.00
H 1.233 1.796 -1.811 0.00
H 0.893 -3.079 2.180 0.00
H -3.048 2.290 3.581 0.01
H 0.693 -4.162 0.277 0.00
H -2.383 -0.918 -2.728 0.00
H -0.891 1.763 -2.488 0.00
H 1.273 0.752 3.032 0.02
H 0.759 1.968 -0.400 0.00
H 0.441 2.507 2.699 0.01
H -4.265 -0.623 -1.899 0.00
H 3.156 -4.061 1.591 0.00
H 3.292 2.943 -0.999 0.00
H 0.195 -1.950 -3.340 0.00
H 2.265 -1.564 -0.172 0.00
H -2.819 -2.239 -3.303 0.00
H 2.530 -2.479 -2.877 0.00
H 4.602 2.316 -1.037 0.00
H 2.882 2.768 2.575 0.01
H -2.112 -2.544 0.844 0.00
H 3.199 -0.496 0.620 0.00
H -3.898 0.809 -1.762 0.00
H -0.670 -3.086 2.515 0.00
H -1.254 0.446 0.105 0.01
H 1.263 -3.457 -2.416 0.00
H 1.520 4.761 0.075 0.00
H -1.546 0.291 2.971 0.00
H 0.017 -3.070 -0.425 0.00
H -2.958 0.245 1.901 0.00
H -1.967 -1.946 -0.570 0.00
H -4.803 1.809 1.247 0.00
H -1.923 2.975 2.413 0.00
H 1.700 3.575 -0.743 0.00
H -1.106 0.268 -2.824 0.00
```

---

[6]
Density functional theory data (wB97M-V/def2-TZVPD) for a 14-piece molecular cluster, C5H37NO15 overall.

The total energy is -1396.0452 hartree.

Structure (XYZ):
```
58
Properties=species:S:1:pos:R:3:lowdin_charge:R:1
O 2.413 -0.497 0.341 -0.13
O -4.100 -0.536 -1.102 -0.08
O -2.574 -2.557 -0.378 -0.04
O -1.330 -0.575 -2.792 -0.07
O 1.895 2.999 4.056 -0.10
O 1.823 -1.312 -2.242 -0.08
O -0.731 1.858 -3.608 -0.08
O 0.144 -2.196 -4.149 -0.07
O 1.751 1.321 -2.781 -0.06
O 3.493 1.482 -0.695 -0.03
O -1.640 -2.504 2.408 -0.08
O 2.797 0.611 3.784 -0.04
O 2.354 2.821 1.399 -0.07
O -3.343 1.487 1.322 -0.07
O -0.079 1.062 2.916 0.03
N -0.315 0.167 0.304 -0.04
C -1.082 -0.449 1.405 -0.24
C -0.484 -1.815 1.876 -0.33
C 0.170 -2.782 0.908 -0.03
C -1.121 0.518 2.595 -0.16
C -0.892 1.396 -0.205 -0.12
H -1.845 1.165 -0.669 0.06
H 2.157 -0.026 3.434 0.05
H -1.185 -1.059 -3.645 0.07
H -1.494 2.405 -3.797 0.05
H 0.687 0.148 0.428 0.05
H -3.016 -3.412 -0.443 0.10
H -3.790 0.684 0.967 0.05
H 3.001 1.470 -1.545 0.03
H 0.796 1.377 -2.557 0.03
H -3.379 -0.159 -1.623 0.00
H -0.173 1.877 -0.910 0.08
H 3.072 2.139 -0.103 0.03
H 1.757 1.942 -3.521 0.09
H -1.957 0.683 3.279 0.13
H 1.821 2.050 1.657 0.02
H -0.969 2.203 0.534 0.08
H 3.394 0.752 3.035 0.06
H -0.631 -3.418 0.540 0.06
H -3.676 2.247 0.832 0.06
H 2.077 -0.535 -2.780 0.04
H 0.991 2.676 3.914 0.02
H 2.304 2.131 4.300 0.01
H 1.832 -1.006 -1.315 0.00
H -0.986 0.973 -3.239 -0.01
H -0.519 -0.721 -2.276 0.03
H 0.625 -2.249 0.024 0.06
H 0.735 -2.148 -3.362 0.02
H 0.010 -1.744 2.849 0.14
H 0.990 -3.392 1.331 0.09
H -3.727 -1.421 -0.867 -0.01
H 3.165 -0.983 0.701 0.07
H 2.491 3.206 2.289 0.04
H 2.818 0.344 -0.131 -0.01
H 0.017 -3.092 -4.471 0.06
H -2.397 -2.480 1.819 0.06
H -2.145 -0.620 1.116 0.11
H -2.002 -2.503 -1.155 0.07
```

---

[7]
Density functional theory data (wB97M-V/def2-TZVPD) for a 13-piece molecular cluster, C5H38N2O12S overall.

The total energy is -1623.8481 hartree.

Structure (XYZ):
```
58
Properties=species:S:1:pos:R:3:lowdin_charge:R:1
S 4.063 0.299 2.250 0.70
O 1.497 -1.871 -4.357 -0.06
O 0.095 3.527 0.976 -0.06
O 0.168 1.081 3.987 -0.08
O 0.737 2.240 -1.526 -0.05
O 2.590 -0.615 -1.982 -0.07
O -2.487 3.606 -0.194 -0.06
O -2.149 2.591 2.522 -0.06
O -1.208 -0.163 -3.715 -0.05
O -1.945 2.652 -2.982 -0.05
O -1.032 -2.810 -2.756 -0.05
O -1.889 0.569 0.364 -0.06
O 1.434 0.921 -3.776 -0.11
N -1.180 -1.302 2.410 -0.15
N 1.120 -2.423 -0.277 0.03
C -2.295 -1.696 3.195 -0.14
C 0.809 -1.683 0.978 -0.36
C 2.288 -0.182 2.413 -0.53
C -0.358 -2.350 1.789 -0.16
C 2.059 -1.609 1.824 -0.21
H 0.736 0.267 -3.592 -0.01
H -2.070 3.019 -2.082 0.01
H -0.149 1.338 4.884 0.08
H 0.414 -0.737 0.591 0.12
H -0.551 1.591 3.531 0.03
H -1.569 0.488 -4.320 0.06
H 0.575 -1.739 -4.154 -0.02
H -2.196 -2.283 4.123 0.08
H -3.022 -2.284 2.610 0.09
H -2.386 1.770 2.097 0.00
H 1.750 0.611 1.894 0.05
H -1.709 4.161 -0.291 0.04
H -1.890 -2.387 -2.662 0.04
H 1.911 -0.132 3.425 0.04
H -1.015 -3.000 1.211 0.12
H 2.237 0.625 -3.281 0.04
H -2.186 2.693 -0.410 0.02
H -2.293 3.355 1.942 0.03
H 0.069 2.616 1.237 0.00
H 0.101 -2.982 2.556 0.11
H 1.539 -3.333 -0.094 0.10
H 0.759 1.270 -1.569 0.02
H 0.258 -2.659 -0.773 0.06
H 2.021 -2.305 2.661 0.11
H -1.693 -0.199 0.942 0.01
H 1.984 -1.172 -1.468 0.00
H 2.889 -1.770 1.130 0.08
H 4.222 0.005 0.964 -0.17
H -1.000 2.506 -2.984 -0.01
H -0.991 -3.385 -3.525 0.05
H 3.179 -1.166 -2.485 0.05
H -0.546 -0.690 2.917 0.08
H -1.411 0.251 -2.860 0.04
H 1.880 -1.055 -4.715 0.04
H 0.911 2.470 -2.442 0.03
H 0.910 3.786 0.497 0.06
H -2.763 -0.827 3.692 0.09
H -1.222 0.505 -0.339 0.02
```

---

[8]
Density functional theory data (wB97M-V/def2-TZVPD) for a 13-piece molecular cluster, C5H38N2O13 overall.

The total energy is -1300.6261 hartree. Its multiplicity is 2. As for the expectation value of S²: 0.76. As for the charge: +1.

Structure (XYZ):
```
58
Properties=species:S:1:pos:R:3:lowdin_spin:R:1
O 2.941 3.174 -0.952 0.00
O -1.804 -4.305 -0.842 0.00
O -4.003 0.237 0.810 0.00
O 1.336 1.003 -3.374 0.00
O 4.466 0.977 -0.622 0.00
O 1.209 1.953 0.560 0.00
O -1.901 -0.611 3.763 0.00
O 3.367 0.529 1.641 0.00
O 0.032 3.014 -1.889 0.00
O -3.502 1.661 -2.438 0.01
O -2.308 2.030 2.672 0.00
O -0.986 -2.573 2.169 0.00
O -2.914 -2.082 0.220 0.00
N -1.128 0.425 -0.267 0.63
N 1.074 -0.883 0.620 0.07
C 0.505 -1.414 -0.626 0.10
C 3.066 -0.794 2.033 0.00
C -1.176 -0.863 -2.398 0.04
C -0.354 -0.249 -1.278 0.10
C 2.420 -1.473 0.821 0.01
H 0.891 3.356 -1.588 0.00
H 0.316 0.554 -1.580 0.00
H 4.305 0.809 0.335 0.00
H -3.695 1.070 -1.694 0.00
H -3.226 1.803 2.511 0.00
H -1.818 -0.163 -2.918 0.00
H -2.571 1.865 -2.290 0.00
H -0.643 1.203 0.179 0.01
H -1.249 -2.355 3.081 0.00
H 1.311 1.842 -0.367 0.00
H 1.170 -1.821 -1.391 0.00
H -4.767 0.260 1.380 0.00
H -1.841 2.113 1.842 0.00
H -0.175 -2.216 -0.329 0.00
H 2.600 1.062 1.400 0.00
H 5.399 0.864 -0.795 0.00
H -3.611 -0.627 0.590 0.00
H 1.283 0.108 0.536 0.00
H 1.682 2.696 0.941 0.00
H -2.006 -5.109 -1.263 0.00
H -2.110 -4.322 0.069 0.00
H -0.520 -1.331 -3.119 0.00
H -0.287 -1.917 2.031 0.00
H 3.076 -1.337 -0.063 0.00
H -1.649 -1.774 -2.035 0.00
H 2.240 1.257 -3.159 0.00
H 3.333 4.014 -1.202 0.00
H -2.470 -0.393 4.504 0.00
H 0.863 1.830 -3.522 0.00
H -2.229 -2.236 0.907 0.00
H 2.418 -2.560 0.863 0.00
H 4.055 -1.268 2.157 0.00
H 2.586 -0.838 3.010 0.00
H -0.598 3.667 -1.565 0.00
H 3.537 2.415 -1.091 0.00
H -2.506 -2.330 -0.613 0.00
H -1.673 -0.134 0.384 0.02
H -1.758 0.185 3.244 0.00
```